# 1
Entry from OMol25: C24H6Cl88F2N2O4S2 as an isolated structure at a distorted geometry (wB97M-V/def2-TZVPD).

Element x y z (Å)
N1 -2.070 -1.085 5.953
C1 -2.742 -2.410 5.847
C2 -2.335 -3.049 4.428
N2 -1.062 -2.379 3.998
S1 0.317 -3.331 4.367
O1 1.603 -2.639 4.152
O2 0.193 -3.633 5.821
F1 0.267 -4.809 3.627
S2 -1.103 -1.855 2.355
O3 -2.043 -2.605 1.504
O4 0.217 -1.792 1.711
F2 -1.641 -0.293 2.383
H1 -1.119 -1.251 6.303
H2 -2.533 -0.636 6.751
H3 -2.343 -3.110 6.635
H4 -3.848 -2.319 5.965
H5 -3.193 -2.816 3.743
H6 -2.224 -4.163 4.505
C3 -3.432 2.488 6.800
Cl1 -4.816 3.390 6.157
Cl2 -4.002 1.308 8.000
Cl3 -2.619 1.638 5.476
Cl4 -2.296 3.611 7.571
C4 -2.504 2.574 -0.039
Cl5 -0.769 2.888 -0.215
Cl6 -3.426 3.960 -0.662
Cl7 -2.933 1.112 -0.950
Cl8 -2.889 2.332 1.674
C5 3.054 -3.593 -0.238
Cl9 3.853 -5.148 -0.526
Cl10 2.565 -3.491 1.458
Cl11 4.164 -2.257 -0.595
Cl12 1.624 -3.468 -1.280
C6 1.760 3.411 3.248
Cl13 1.572 4.865 2.251
Cl14 3.408 3.343 3.901
Cl15 0.595 3.454 4.587
Cl16 1.465 1.972 2.255
C7 1.329 -8.058 0.925
Cl17 0.335 -9.511 1.143
Cl18 2.946 -8.341 1.600
Cl19 1.469 -7.689 -0.802
Cl20 0.571 -6.688 1.762
C8 -3.830 2.840 -4.833
Cl21 -3.083 2.763 -6.441
Cl22 -2.563 2.847 -3.594
Cl23 -4.799 4.321 -4.694
Cl24 -4.877 1.428 -4.599
C9 -8.452 5.933 6.437
Cl25 -8.953 7.546 5.901
Cl26 -9.885 4.980 6.867
Cl27 -7.575 5.118 5.128
Cl28 -7.395 6.082 7.852
C10 -2.340 -8.195 -2.431
Cl29 -0.936 -7.951 -3.489
Cl30 -2.597 -9.931 -2.183
Cl31 -2.044 -7.419 -0.867
Cl32 -3.777 -7.483 -3.187
C11 5.792 5.834 1.544
Cl33 6.349 5.158 3.086
Cl34 4.925 4.587 0.629
Cl35 4.708 7.204 1.854
Cl36 7.189 6.391 0.604
C12 6.489 -4.312 2.881
Cl37 7.250 -4.321 1.279
Cl38 7.745 -4.334 4.133
Cl39 5.502 -2.852 3.057
Cl40 5.457 -5.745 3.052
C13 -11.350 9.555 8.647
Cl41 -12.866 9.467 9.565
Cl42 -10.991 7.973 7.933
Cl43 -11.510 10.761 7.356
Cl44 -10.028 10.025 9.733
C14 6.335 0.981 -1.514
Cl45 7.295 2.367 -0.966
Cl46 4.727 1.053 -0.772
Cl47 6.174 1.024 -3.278
Cl48 7.140 -0.525 -1.033
C15 6.157 -2.268 -5.707
Cl49 6.049 -0.530 -6.047
Cl50 5.570 -2.588 -4.063
Cl51 5.165 -3.163 -6.874
Cl52 7.847 -2.791 -5.843
C16 10.716 3.208 1.596
Cl53 12.188 3.882 0.872
Cl54 9.310 4.143 1.055
Cl55 10.529 1.518 1.095
Cl56 10.835 3.292 3.363
C17 -5.381 5.237 -8.483
Cl57 -6.880 5.150 -7.542
Cl58 -5.026 3.654 -9.207
Cl59 -5.554 6.448 -9.766
Cl60 -4.048 5.709 -7.408
C18 -1.274 6.843 -2.924
Cl61 -0.487 8.432 -2.928
Cl62 -1.932 6.507 -4.535
Cl63 -0.086 5.598 -2.500
Cl64 -2.588 6.839 -1.731
C19 -8.417 3.598 -11.442
Cl65 -8.537 5.314 -11.871
Cl66 -9.061 3.346 -9.811
Cl67 -9.367 2.639 -12.595
Cl68 -6.720 3.080 -11.505
C20 8.314 10.013 -1.515
Cl69 9.913 10.233 -0.781
Cl70 7.249 9.176 -0.370
Cl71 7.625 11.597 -1.920
Cl72 8.470 9.042 -2.991
C21 0.388 -12.710 -2.075
Cl73 0.382 -10.976 -2.436
Cl74 -0.194 -12.970 -0.420
Cl75 -0.686 -13.549 -3.220
Cl76 2.042 -13.334 -2.228
C22 7.849 2.497 -7.787
Cl77 7.585 3.974 -8.731
Cl78 9.474 2.529 -7.079
Cl79 6.642 2.405 -6.488
Cl80 7.691 1.083 -8.845
C23 -6.628 0.644 2.810
Cl81 -6.641 2.371 2.408
Cl82 -7.170 0.423 4.485
Cl83 -7.716 -0.227 1.715
Cl84 -4.981 0.012 2.635
C24 0.559 -17.686 -1.915
Cl85 0.099 -16.041 -2.400
Cl86 -0.900 -18.619 -1.531
Cl87 1.431 -18.473 -3.244
Cl88 1.605 -17.610 -0.484

Calculated values
max |F| = 7.11 eV Å⁻¹
HOMO-LUMO gap = 9.0 eV
DFT total energy = -42821.160654 Eh
molecular weight = 3608.32 g/mol

=====

# 2
Entry from OMol25: C24H70BHgN6O6 as an isolated structure at a distorted geometry (wB97M-V/def2-TZVPD).

Element x y z (Å)
Hg1 21.194 0.323 19.338
B1 23.286 -0.760 19.808
H1 22.760 -0.805 20.750
H2 22.742 -1.293 19.044
H3 23.250 0.264 19.472
H4 24.270 -1.198 19.736
C1 22.058 -5.200 14.874
C2 23.535 -5.408 14.585
C3 24.276 -5.224 15.937
O1 24.486 -3.873 16.411
C4 25.013 -3.924 17.728
N1 23.661 -6.819 14.027
H5 22.003 -4.211 15.330
H6 21.685 -5.918 15.604
H7 21.441 -5.132 13.978
H8 23.841 -4.647 13.868
H9 25.285 -5.579 15.724
H10 23.942 -5.889 16.733
H11 25.894 -4.563 17.788
H12 24.369 -4.434 18.444
H13 25.234 -3.017 18.291
H14 22.918 -6.906 13.348
H15 24.510 -6.957 13.496
C5 26.485 -0.489 17.443
C6 25.346 -0.298 16.412
C7 25.665 -0.546 14.931
O2 26.799 0.207 14.518
C8 27.291 -0.333 13.283
N2 24.165 -1.044 16.795
H16 27.288 0.231 17.285
H17 26.908 -1.483 17.302
H18 26.064 -0.438 18.447
H19 24.990 0.731 16.451
H20 24.736 -0.187 14.488
H21 25.699 -1.633 14.856
H22 27.277 -1.407 13.097
H23 28.279 0.100 13.128
H24 26.718 0.213 12.533
H25 24.320 -2.005 16.524
H26 24.306 -1.071 17.795
C9 18.852 4.055 19.024
C10 19.816 2.977 18.682
C11 21.317 3.441 19.018
O3 22.283 2.361 19.075
C12 23.525 2.810 19.515
N3 19.473 1.864 19.561
H27 19.120 5.006 18.565
H28 18.782 4.276 20.089
H29 17.878 3.833 18.588
H30 19.745 2.661 17.641
H31 21.311 3.898 20.008
H32 21.666 4.273 18.407
H33 24.035 3.332 18.705
H34 24.301 2.116 19.838
H35 23.399 3.511 20.340
H36 19.264 2.205 20.489
H37 18.489 1.807 19.340
C13 18.736 -2.085 22.351
C14 19.648 -1.207 21.475
C15 20.518 -0.227 22.320
O4 21.201 0.675 21.616
C16 21.587 1.932 22.286
N4 20.511 -1.779 20.456
H38 18.374 -2.958 21.807
H39 17.909 -1.590 22.860
H40 19.351 -2.482 23.158
H41 18.802 -0.803 20.919
H42 21.264 -0.741 22.927
H43 19.790 0.139 23.044
H44 21.663 2.711 21.527
H45 22.596 1.826 22.686
H46 20.894 2.333 23.025
H47 20.055 -2.646 20.208
H48 21.371 -2.138 20.846
C17 21.248 -0.963 15.059
C18 20.620 -0.324 16.302
C19 20.128 -1.380 17.354
O5 19.244 -0.722 18.237
C20 17.847 -0.709 17.821
N5 21.588 0.397 17.009
H49 21.174 -0.304 14.194
H50 20.710 -1.884 14.835
H51 22.284 -1.234 15.264
H52 19.791 0.281 15.936
H53 20.954 -1.795 17.932
H54 19.694 -2.300 16.963
H55 17.768 -0.055 16.953
H56 17.187 -0.426 18.640
H57 17.510 -1.713 17.566
H58 21.993 1.080 16.384
H59 22.454 -0.123 17.044
C21 25.672 1.654 23.539
C22 25.825 0.950 22.125
C23 27.184 1.257 21.397
O6 27.029 2.437 20.642
C24 28.099 2.814 19.775
N6 25.656 -0.507 22.340
H60 25.678 2.739 23.433
H61 26.497 1.296 24.155
H62 24.688 1.492 23.977
H63 25.026 1.385 21.524
H64 27.418 0.433 20.722
H65 28.033 1.211 22.078
H66 28.193 2.047 19.006
H67 29.027 2.893 20.341
H68 27.949 3.857 19.498
H69 26.093 -0.868 21.504
H70 24.659 -0.666 22.330

Calculated values
net charge = +2
max |F| = 5.01 eV Å⁻¹
HOMO-LUMO gap (spin up / spin down) = 8.6 / 2.7 eV
expectation value of S² = 0.75
DFT total energy = -1913.696373 Eh
molecular weight = 750.26 g/mol
multiplicity = 2

=====

# 3
Entry from OMol25: C24H70F2N7O12PbS2 as an isolated structure at a distorted geometry (wB97M-V/def2-TZVPD).

Element x y z (Å)
Pb1 19.777 10.564 -4.976
N1 18.891 12.131 -6.555
S1 17.604 12.193 -7.377
O1 17.484 11.422 -8.652
O2 16.800 13.420 -7.149
F1 16.867 11.186 -6.375
S2 19.604 12.955 -7.782
O3 19.180 14.250 -8.253
O4 20.086 12.127 -8.862
F2 21.041 13.369 -7.054
O5 21.777 10.568 -6.672
H1 21.681 10.327 -7.593
H2 22.723 10.593 -6.527
O6 20.858 12.802 -4.423
H3 20.947 13.624 -3.941
H4 20.895 13.058 -5.344
C1 21.578 11.817 -12.264
C2 22.806 11.133 -13.012
C3 24.062 10.780 -12.150
O7 24.019 9.638 -11.227
C4 25.265 9.244 -10.759
N2 22.420 10.021 -13.666
H5 21.956 12.781 -11.923
H6 21.288 11.364 -11.316
H7 20.732 11.952 -12.938
H8 22.988 11.971 -13.684
H9 24.225 11.670 -11.542
H10 24.861 10.507 -12.839
H11 24.977 8.733 -9.840
H12 25.859 10.106 -10.456
H13 25.783 8.628 -11.494
H14 22.121 9.406 -12.922
H15 23.159 9.457 -14.060
C5 16.259 10.065 -3.459
C6 17.038 11.372 -3.093
C7 16.333 12.193 -2.050
O8 16.110 11.463 -0.820
C8 15.626 12.181 0.321
N3 18.437 11.103 -2.723
H16 16.693 9.577 -4.331
H17 15.196 10.255 -3.610
H18 16.285 9.399 -2.597
H19 17.035 12.058 -3.940
H20 15.429 12.633 -2.471
H21 17.024 13.014 -1.857
H22 15.578 11.677 1.286
H23 14.586 12.392 0.074
H24 16.166 13.095 0.568
H25 18.414 10.522 -1.897
H26 18.975 11.887 -2.383
C9 17.500 12.148 -12.148
C10 17.745 13.627 -12.065
C11 16.746 14.330 -11.048
O9 16.962 15.682 -11.147
C12 16.310 16.394 -10.158
N4 19.123 13.846 -11.692
H27 17.896 11.739 -11.218
H28 17.997 11.720 -13.018
H29 16.463 11.823 -12.226
H30 17.670 13.911 -13.114
H31 16.892 13.933 -10.043
H32 15.769 13.991 -11.392
H33 16.750 16.247 -9.172
H34 15.258 16.111 -10.148
H35 16.334 17.453 -10.416
H36 19.224 14.804 -11.389
H37 19.535 13.328 -10.929
C13 24.836 11.864 -7.472
C14 25.061 11.847 -5.999
C15 24.625 13.084 -5.227
O10 24.934 13.052 -3.785
C16 24.363 14.024 -2.927
N5 24.305 10.629 -5.555
H38 24.638 10.846 -7.807
H39 25.577 12.288 -8.150
H40 23.910 12.399 -7.681
H41 26.103 11.554 -5.871
H42 23.575 13.228 -5.483
H43 25.167 13.959 -5.586
H44 24.591 15.033 -3.270
H45 24.853 14.036 -1.954
H46 23.280 13.922 -2.861
H47 24.862 9.855 -5.887
H48 24.315 10.667 -4.545
C17 23.590 15.592 -8.249
C18 23.094 16.895 -7.652
C19 21.675 17.240 -8.109
O11 21.650 17.397 -9.486
C20 20.266 17.155 -9.924
N6 23.018 16.878 -6.216
H49 23.991 14.887 -7.521
H50 24.340 15.756 -9.023
H51 22.837 15.058 -8.829
H52 23.827 17.649 -7.937
H53 21.184 18.132 -7.718
H54 21.010 16.498 -7.667
H55 20.273 17.123 -11.014
H56 19.573 17.932 -9.600
H57 19.982 16.130 -9.686
H58 22.439 16.128 -5.866
H59 22.644 17.774 -5.939
C21 13.262 12.080 -5.314
C22 12.807 11.012 -6.446
C23 13.089 11.440 -7.844
O12 12.528 12.666 -8.230
C24 12.829 13.136 -9.552
N7 13.540 9.802 -6.116
H60 14.323 12.328 -5.324
H61 12.858 11.820 -4.335
H62 12.711 13.006 -5.476
H63 11.732 10.831 -6.457
H64 12.711 10.655 -8.498
H65 14.144 11.384 -8.113
H66 12.214 14.034 -9.614
H67 12.561 12.424 -10.333
H68 13.834 13.557 -9.563
H69 13.824 9.778 -5.147
H70 13.099 8.915 -6.309

Calculated values
net charge = +2
max |F| = 13.30 eV Å⁻¹
HOMO-LUMO gap (spin up / spin down) = 5.5 / 3.6 eV
expectation value of S² = 0.75
DFT total energy = -3430.636445 Eh
molecular weight = 958.19 g/mol
multiplicity = 2

=====

# 4
Entry from OMol25: a 10-piece molecular cluster, C24H70N2O10 overall at a distorted geometry (wB97M-V/def2-TZVPD).

Element x y z (Å)
C1 3.317 5.240 2.280
O1 2.181 4.386 2.416
C2 1.696 4.463 3.742
C3 0.340 3.779 3.750
C4 -0.508 4.205 4.955
N1 0.421 2.309 3.711
H1 4.034 5.044 3.084
H2 2.987 6.276 2.386
H3 3.793 5.054 1.320
H4 2.383 3.918 4.404
H5 1.620 5.490 4.117
H6 -0.251 4.096 2.887
H7 -0.049 3.789 5.855
H8 -1.538 3.860 4.882
H9 -0.530 5.295 5.015
H10 0.974 2.208 2.853
H11 1.183 2.010 4.327
C5 -4.208 -2.146 -5.524
O2 -4.109 -1.996 -4.119
C6 -4.404 -3.223 -3.489
C7 -4.060 -3.195 -1.970
C8 -2.600 -3.003 -1.689
N2 -4.389 -4.498 -1.368
H12 -3.491 -2.881 -5.888
H13 -4.010 -1.117 -5.830
H14 -5.240 -2.342 -5.838
H15 -5.481 -3.446 -3.490
H16 -3.997 -4.082 -4.033
H17 -4.660 -2.431 -1.471
H18 -1.985 -3.781 -2.154
H19 -2.303 -3.072 -0.640
H20 -2.133 -2.087 -2.065
H21 -5.388 -4.710 -1.394
H22 -4.322 -4.303 -0.368
C9 2.961 0.507 2.887
C10 3.436 0.120 4.280
O3 2.868 1.100 5.158
H23 2.960 1.582 2.705
H24 1.929 0.173 2.798
H25 3.697 0.033 2.234
H26 4.508 0.038 4.484
H27 3.050 -0.873 4.540
H28 2.817 0.732 6.046
C11 -4.103 0.247 -0.501
C12 -3.623 0.968 -1.744
O4 -4.333 0.552 -2.920
H29 -4.242 0.931 0.344
H30 -3.469 -0.598 -0.237
H31 -5.136 -0.115 -0.514
H32 -2.552 0.817 -1.900
H33 -3.845 2.028 -1.611
H34 -3.998 -0.340 -3.122
C13 0.628 -0.389 -1.306
C14 0.600 -0.613 0.183
O5 -0.462 -1.495 0.503
H35 0.921 -1.278 -1.867
H36 1.339 0.439 -1.426
H37 -0.238 0.039 -1.815
H38 0.554 0.339 0.718
H39 1.559 -1.037 0.508
H40 -0.965 -1.123 1.243
C15 1.786 -4.144 1.251
C16 1.834 -3.256 2.474
O6 2.252 -4.068 3.602
H41 1.520 -3.637 0.326
H42 1.113 -4.966 1.496
H43 2.743 -4.653 1.110
H44 0.841 -2.886 2.752
H45 2.358 -2.299 2.435
H46 1.460 -4.212 4.122
C17 3.662 -2.880 -3.608
C18 4.278 -1.962 -2.570
O7 5.704 -2.056 -2.578
H47 2.585 -2.783 -3.741
H48 3.780 -3.923 -3.305
H49 4.193 -2.699 -4.542
H50 4.014 -2.095 -1.516
H51 4.069 -0.905 -2.777
H52 6.128 -1.216 -2.413
C19 0.117 0.552 -4.890
C20 -0.740 -0.732 -4.833
O8 -1.367 -0.988 -6.085
H53 0.374 0.941 -3.904
H54 -0.313 1.388 -5.446
H55 1.006 0.235 -5.439
H56 -1.318 -0.644 -3.908
H57 -0.056 -1.582 -4.799
H58 -1.892 -0.191 -6.236
C21 -2.623 0.259 4.509
C22 -1.608 -0.504 3.646
O9 -1.315 0.284 2.515
H59 -2.676 -0.035 5.558
H60 -3.627 0.059 4.120
H61 -2.478 1.328 4.369
H62 -1.925 -1.505 3.350
H63 -0.741 -0.671 4.304
H64 -1.007 1.144 2.841
C23 1.198 3.733 -2.254
C24 2.180 3.948 -1.103
O10 1.845 2.953 -0.133
H65 1.627 3.793 -3.255
H66 0.428 4.504 -2.202
H67 0.692 2.770 -2.205
H68 2.119 4.968 -0.712
H69 3.243 3.766 -1.295
H70 2.408 2.973 0.646

Calculated values
max |F| = 1.83 eV Å⁻¹
HOMO-LUMO gap = 9.8 eV
DFT total energy = -1818.131943 Eh
molecular weight = 546.83 g/mol